Computed, not measured: C32H88AsF6N8O8 as an isolated structure at a distorted geometry, with wB97M-V/def2-TZVPD.

Last column: Löwdin spin population.
Atoms and positions in Å:
1 As -1.22 0.15 1.13  0.008
2 F 0.26 0.34 2.09  0.004
3 F -1.98 -0.80 2.41  0.004
4 F -2.70 0.01 0.09  0.008
5 F -0.38 1.01 -0.18  0.004
6 F -0.58 -1.41 0.60  0.004
7 F -1.88 1.68 1.76  0.009
8 C 3.71 -5.49 2.15  0.008
9 C 4.72 -4.44 1.84  0.005
10 C 4.15 -2.96 1.99  0.005
11 O 3.48 -2.69 0.77  0.002
12 C 2.57 -1.63 1.01  0.002
13 N 5.94 -4.62 2.64  0.003
14 H 3.11 -5.30 3.04  0.001
15 H 4.13 -6.49 2.22  0.003
16 H 2.95 -5.60 1.37  0.001
17 H 5.04 -4.62 0.82  0.002
18 H 4.97 -2.25 2.09  0.002
19 H 3.58 -2.87 2.91  0.001
20 H 1.81 -1.98 1.72  0.000
21 H 1.96 -1.44 0.13  0.000
22 H 2.94 -0.65 1.30  0.002
23 H 5.77 -4.89 3.59  0.002
24 H 6.49 -5.42 2.36  0.002
25 C -5.02 0.53 4.02  0.007
26 C -5.44 -0.30 2.87  0.003
27 C -5.62 0.46 1.50  0.004
28 O -6.78 1.29 1.59  0.003
29 C -6.77 2.29 0.61  0.040
30 N -4.57 -1.46 2.80  0.002
31 H -4.00 0.89 3.92  0.001
32 H -5.08 -0.04 4.94  0.001
33 H -5.74 1.34 4.17  0.001
34 H -6.45 -0.65 3.11  0.001
35 H -5.75 -0.18 0.63  0.003
36 H -4.74 1.08 1.36  0.001
37 H -7.73 2.80 0.58  0.005
38 H -6.57 1.83 -0.35  0.007
39 H -5.87 2.89 0.77  0.010
40 H -3.64 -1.09 2.66  0.001
41 H -4.78 -1.98 1.96  0.001
42 C 0.30 4.38 -1.57  0.012
43 C -0.35 4.58 -2.90  0.008
44 C -0.99 5.97 -2.98  0.061
45 O -1.65 6.12 -4.21  0.012
46 C -2.48 7.28 -4.35  0.162
47 N 0.61 4.33 -3.97  0.004
48 H 1.16 5.03 -1.40  0.006
49 H 0.58 3.34 -1.42  0.001
50 H -0.48 4.55 -0.84  0.005
51 H -1.16 3.85 -3.02  0.003
52 H -0.26 6.78 -2.94  0.022
53 H -1.81 6.06 -2.28  0.017
54 H -3.04 7.24 -5.28  0.020
55 H -1.82 8.15 -4.39  0.027
56 H -3.22 7.24 -3.55  0.028
57 H 0.02 4.58 -4.76  0.004
58 H 1.25 5.11 -4.08  0.009
59 C -1.21 -6.33 -0.44  0.008
60 C -1.37 -4.95 -0.99  0.003
61 C -2.82 -4.42 -0.65  0.002
62 O -3.92 -5.23 -1.14  0.004
63 C -4.27 -5.02 -2.51  0.019
64 N -0.34 -4.05 -0.37  0.001
65 H -2.10 -6.93 -0.63  0.001
66 H -1.24 -6.38 0.64  0.001
67 H -0.31 -6.77 -0.88  0.002
68 H -1.30 -4.94 -2.08  0.002
69 H -3.02 -3.41 -0.98  0.001
70 H -2.89 -4.36 0.44  0.001
71 H -4.32 -5.91 -3.13  0.003
72 H -3.47 -4.43 -2.96  0.003
73 H -5.22 -4.49 -2.49  0.004
74 H -0.06 -4.26 0.57  0.000
75 H -0.54 -3.07 -0.35  0.000
76 C 0.62 -2.62 4.52  0.007
77 C -0.16 -3.78 3.91  0.001
78 C -1.56 -3.99 4.48  0.003
79 O -1.49 -4.44 5.86  0.003
80 C -2.71 -4.38 6.57  0.011
81 N -0.26 -3.45 2.50  0.000
82 H 0.07 -1.68 4.53  0.002
83 H 1.55 -2.55 3.95  0.000
84 H 0.90 -2.83 5.55  0.002
85 H 0.37 -4.74 3.92  0.001
86 H -2.06 -4.82 3.98  0.002
87 H -2.12 -3.06 4.43  0.001
88 H -2.40 -4.63 7.58  0.001
89 H -3.33 -5.20 6.21  0.002
90 H -3.23 -3.43 6.51  0.002
91 H -1.21 -3.17 2.34  0.000
92 H 0.10 -2.51 2.44  0.000
93 C 3.27 1.52 -1.13  0.005
94 C 4.08 1.86 -2.35  0.011
95 C 4.38 0.67 -3.34  0.006
96 O 3.21 0.04 -3.89  0.002
97 C 3.49 -1.32 -4.22  0.008
98 N 3.36 2.92 -3.05  0.003
99 H 2.27 1.24 -1.45  0.000
100 H 3.33 2.28 -0.35  0.002
101 H 3.65 0.62 -0.64  0.001
102 H 5.03 2.29 -2.04  0.006
103 H 4.92 -0.09 -2.77  0.002
104 H 4.99 0.97 -4.20  0.003
105 H 4.40 -1.41 -4.83  0.002
106 H 2.70 -1.85 -4.75  0.001
107 H 3.74 -1.84 -3.30  0.001
108 H 3.90 3.22 -3.86  0.005
109 H 3.44 3.77 -2.51  0.009
110 C 4.09 6.82 2.10  0.043
111 C 2.53 7.02 2.25  0.038
112 C 1.85 5.72 2.85  0.017
113 O 1.97 4.62 1.89  0.002
114 C 0.97 3.60 2.11  0.008
115 N 2.34 8.20 3.11  0.013
116 H 4.60 7.06 3.03  0.006
117 H 4.41 7.55 1.36  0.015
118 H 4.41 5.87 1.68  0.007
119 H 1.95 7.07 1.33  0.015
120 H 0.79 5.92 2.99  0.006
121 H 2.22 5.42 3.83  0.004
122 H 1.40 2.66 1.75  0.001
123 H 0.00 3.81 1.66  0.003
124 H 0.84 3.46 3.19  0.002
125 H 2.44 8.04 4.11  0.008
126 H 2.91 9.00 2.89  0.013
127 C -1.05 -1.32 -2.77  0.005
128 C 0.06 -0.60 -3.52  0.001
129 C 0.13 -1.03 -5.01  0.007
130 O 0.96 -0.23 -5.80  0.006
131 C 1.33 -0.84 -7.07  0.017
132 N -0.29 0.86 -3.42  0.001
133 H -0.77 -2.37 -2.72  0.000
134 H -1.92 -1.35 -3.42  0.004
135 H -1.28 -0.90 -1.79  0.000
136 H 1.07 -0.61 -3.10  0.000
137 H -0.85 -1.01 -5.47  0.003
138 H 0.55 -2.04 -5.01  0.002
139 H 2.33 -0.64 -7.44  0.003
140 H 0.59 -0.55 -7.82  0.003
141 H 1.30 -1.93 -7.03  0.004
142 H -0.63 1.00 -2.48  0.000
143 H -1.08 1.12 -3.99  0.004

Results
F_max = 2.9 eV/Å
Total energy = -5146.81778 Eh
2S+1 = 2
Highest occupied orbital energy (alpha / beta) = 0.1003 / -0.1510 Ha
LUMO (alpha / beta) = 3.86 / 3.81 eV
Orbital gap (alpha / beta) = 1.131 / 7.919 eV
Relative energy (zero: lowest compared OMol25 entry of this formula, charge and spin) = 19.8 kcal per mole
Charge = -2